(1)
78
Properties=species:S:1:pos:R:3:forces:R:3 method="wB97M-V/def2-TZVPD" total_energy_ha=-6233.144166 multiplicity=5 homo_ev="-15.04 / -15.23" charge=+3 relative_energy_ev=1.582
Os -1.11762 0.16792 -0.62442 -0.52 1.41 4.98
C 2.52296 2.10133 0.64003 1.13 0.21 -1.54
O 1.27183 2.26375 -0.08487 0.47 -0.26 0.06
C 1.28115 2.56248 -1.42518 -1.36 -1.09 -0.84
C 2.38099 2.99101 -2.10886 0.96 0.35 -0.56
C 2.38443 3.19023 -3.50016 -0.89 -0.78 0.48
C 1.23591 2.90753 -4.23091 -0.76 0.60 0.64
C 0.06993 2.44633 -3.58536 0.77 0.22 0.24
C 0.06696 2.28506 -2.21026 2.41 0.07 1.18
N -1.06323 1.85487 -1.48147 -0.34 1.01 -2.69
N -2.15515 2.54562 -1.82878 0.02 0.29 1.79
C -3.13027 2.54547 -0.95223 -1.36 0.45 -0.52
C -3.09312 1.89401 0.39690 0.12 -0.10 -0.83
O -1.99987 1.30209 0.78360 -0.79 0.21 0.21
C -4.27125 1.87707 1.16821 0.86 -0.08 0.82
C -5.42978 2.42789 0.72303 -0.30 0.88 0.50
C -5.48447 3.20959 -0.43472 0.11 1.35 -1.53
C -6.64081 3.92804 -0.76856 -0.85 -0.71 -0.06
C -6.85098 4.52216 -2.00581 0.26 0.41 -0.04
C -5.79252 4.51992 -2.90527 1.51 -0.21 0.20
C -4.53891 3.92736 -2.53033 -1.57 0.64 -1.37
C -4.36271 3.32224 -1.32509 0.13 -1.88 1.38
H 2.24962 1.92490 1.64602 -0.45 -0.22 0.97
H 3.20329 1.24766 0.28650 -1.27 0.96 0.01
H 3.16618 3.00780 0.63398 -0.64 -0.37 -0.18
H 3.30326 3.20824 -1.59078 0.01 -0.06 0.18
H 3.31461 3.46267 -3.96617 -0.01 0.37 -0.22
H 1.10644 3.24975 -5.23966 0.42 -0.42 -0.55
H -0.82336 2.19722 -4.14575 0.00 0.22 0.00
H -4.24883 1.52432 2.18992 0.24 -0.48 -0.12
H -6.33918 2.38252 1.33218 0.37 -0.15 -0.15
H -7.48307 3.92746 -0.08752 0.07 -0.11 0.18
H -7.83057 4.97130 -2.20937 0.59 -0.11 -0.08
H -5.77583 4.98526 -3.90159 -0.59 -0.26 0.56
H -3.82029 3.85228 -3.32518 0.56 0.21 0.13
N -2.90917 -2.31202 -1.17501 0.32 0.09 0.28
C -1.97254 -2.09455 -2.16230 0.50 2.36 0.30
C -2.17951 -2.46997 -3.48969 0.52 -1.36 0.35
C -1.13220 -2.38668 -4.39204 -0.27 1.32 0.57
C 0.08077 -1.78455 -3.97957 1.74 -0.88 -0.13
C 0.23055 -1.39471 -2.65460 -0.77 0.49 -1.22
N -0.89399 -1.26032 -1.83712 0.99 -4.52 -3.42
C -2.64780 -2.26127 0.19837 1.87 1.11 1.55
C -3.38062 -3.02551 1.11006 -0.61 0.12 -2.07
C -3.12045 -2.95837 2.42938 1.87 0.83 1.70
C -1.94500 -2.24953 2.88308 -0.25 0.42 1.35
C -1.24548 -1.48155 1.99799 -0.53 -0.10 -1.76
N -1.65459 -1.43304 0.67838 -0.69 -1.11 -1.03
H -3.72034 -2.84909 -1.44891 -0.02 0.04 0.02
H -3.07336 -3.04431 -3.70300 -0.01 0.13 -0.23
H -1.27591 -2.71999 -5.40636 0.08 -0.11 -0.14
H 0.98543 -1.78036 -4.68523 -1.50 -0.02 1.28
H 1.20659 -1.14082 -2.21774 -0.67 0.44 -0.33
H -4.17822 -3.58844 0.64303 -0.24 -0.28 0.58
H -3.75066 -3.43271 3.15794 -0.11 -0.32 0.11
H -1.60465 -2.12976 3.95871 -0.87 -0.70 -1.36
H -0.35043 -0.85943 2.18964 -0.87 -0.42 0.27
C 7.41072 -2.81984 4.28054 -0.62 -0.11 -0.44
Ge 5.75109 -2.18708 3.48267 0.61 1.34 1.86
C 4.29145 -2.83957 4.64347 -0.07 -0.12 -0.72
C 5.82648 -0.23317 3.48909 -1.04 0.56 -0.03
C 5.17179 -2.63420 1.63154 -0.64 -0.90 -1.09
Se 3.40397 -1.82577 1.35066 1.06 -1.13 -0.07
C 2.19689 -3.36147 1.17145 0.01 -0.96 0.33
H 8.31094 -2.33535 3.91819 0.02 -0.15 -0.06
H 7.38335 -3.87734 4.12340 0.68 -0.79 -0.03
H 7.27911 -2.66760 5.35563 -0.01 0.23 -0.14
H 4.69011 -2.92278 5.66195 -0.33 0.14 -0.22
H 3.90258 -3.82835 4.33614 0.25 0.37 0.18
H 3.46875 -2.11244 4.57507 0.12 -0.19 0.37
H 4.82427 0.08276 3.81018 0.14 0.12 0.38
H 6.56235 0.18250 4.18710 -0.18 -0.25 -0.16
H 5.91100 0.30102 2.53923 0.48 -0.37 -0.16
H 5.09064 -3.74385 1.66308 -0.19 0.71 -0.50
H 5.88044 -2.28629 0.83924 -0.64 -0.07 0.69
H 1.24091 -2.98087 0.75944 0.69 -0.21 -0.01
H 1.96498 -3.78287 2.17818 0.33 0.46 -0.52
H 2.66401 -4.20379 0.57668 -0.50 1.25 0.44

=====

(2)
64
Properties=species:S:1:pos:R:3:forces:R:3 method="wB97M-V/def2-TZVPD" total_energy_ha=-1483.024436 homo_ev=-8.90 charge=0 relative_energy_ev=0.000
C 0.25321 4.32544 2.28901 -1.98 -0.66 -2.30
C 1.54293 4.93563 1.89927 2.28 -4.73 -0.66
O 1.68857 6.13992 2.35213 1.27 6.10 4.33
H 0.03923 4.32956 3.32756 0.47 -0.58 1.14
H 0.20192 3.40478 1.75497 0.41 -1.84 0.65
H -0.70846 4.62587 1.88097 0.04 1.64 -0.45
H 1.92715 4.93281 0.80205 -1.28 -0.44 1.57
H 2.28253 4.28537 2.52116 -0.58 0.23 -1.58
H 1.88522 6.11947 3.35862 -0.63 0.24 -2.71
C -0.40247 -0.04383 0.43724 0.11 -4.47 -9.51
C 0.74216 -1.17443 0.30604 -2.20 0.51 -4.14
O 1.96619 -0.72788 -0.24376 -0.47 -0.03 -1.24
H -1.42711 -0.35390 0.15533 0.34 -0.17 1.44
H -0.25466 0.60203 -0.53224 0.17 -0.89 1.42
H -0.17051 0.56716 1.11904 0.84 4.45 5.92
H 0.38269 -2.17202 -0.14425 0.18 1.75 -0.05
H 0.97321 -1.46897 1.20866 1.08 -1.31 5.17
H 1.98717 -1.00729 -1.23009 0.03 0.69 1.94
C 2.20031 0.76084 3.15402 0.36 -2.19 -0.83
C 1.70248 -0.56335 3.97517 0.82 1.04 -1.43
O 2.18257 -0.53346 5.27076 1.05 0.33 2.25
H 1.88568 1.65159 3.68099 -0.21 0.11 0.27
H 1.81010 0.84836 2.03636 1.14 -0.51 2.35
H 3.33046 0.68515 3.24943 -1.32 0.38 -0.66
H 2.06626 -1.56096 3.61135 -0.45 1.19 -0.57
H 0.65432 -0.53356 4.07637 -1.57 -0.30 -0.71
H 1.53551 -0.24303 5.93246 0.24 -0.04 -0.69
C -2.71264 -3.30963 2.35730 0.50 0.20 -0.21
C -1.52591 -4.17298 1.91467 1.39 0.18 4.12
O -1.23095 -4.08271 0.61308 3.01 -0.10 -3.75
H -2.60240 -2.21688 2.02694 0.07 -1.45 0.92
H -2.73233 -3.48823 3.49021 -0.59 0.73 -1.66
H -3.60665 -3.69788 1.80716 0.42 0.28 0.85
H -1.78553 -5.18434 2.00504 -0.81 -1.71 1.31
H -0.57095 -4.06718 2.68956 -2.03 0.30 -1.92
H -0.42853 -4.68677 0.42327 -2.04 1.58 0.31
C 2.06626 3.43875 -2.87608 -3.84 -4.57 5.14
C 2.91074 2.64766 -1.80633 -6.01 -6.76 -6.31
O 4.05905 2.12366 -2.27973 2.12 -2.21 -1.74
H 1.27899 3.97761 -2.30545 0.21 -0.33 -0.23
H 1.53574 2.85698 -3.60543 -0.25 -0.93 -0.12
H 2.47087 4.11978 -3.40417 3.97 4.91 -3.36
H 2.39389 1.71899 -1.31966 0.15 1.96 -0.88
H 3.20185 3.20859 -1.15866 2.20 7.08 8.19
H 4.53581 2.87741 -2.56293 1.40 0.79 -0.68
C -6.08898 -1.23183 -0.92233 -0.39 -0.15 0.36
C -4.59167 -1.56109 -0.76008 -0.21 -2.54 -0.80
O -4.38041 -2.81657 -1.41014 0.19 -1.56 -1.07
H -6.55249 -1.23931 -1.92680 1.07 -0.76 -0.02
H -6.14179 -0.18407 -0.76234 -0.51 1.16 1.01
H -6.83778 -1.81296 -0.28590 1.46 0.80 -0.47
H -4.17078 -1.76595 0.19156 -0.77 0.52 1.87
H -3.84348 -0.90392 -1.14280 -0.19 1.37 -0.91
H -3.68965 -3.41374 -1.04853 -0.54 1.17 0.06
C 1.05779 -0.15363 -4.48092 -7.20 -4.88 -2.44
S 1.96882 -1.58763 -4.06211 -2.29 -1.17 2.94
O 1.75425 -1.68982 -2.51203 0.79 -0.58 -3.32
C 0.65702 -2.72038 -4.66628 1.65 0.87 0.24
H 1.71850 0.54904 -4.61167 2.88 4.68 -0.23
H 0.01766 -0.06376 -3.79152 3.34 0.08 -1.80
H 0.65206 -0.53730 -5.68861 1.19 1.80 3.52
H 0.19776 -2.51973 -5.57479 0.82 0.28 -2.96
H -0.26245 -2.54927 -4.23897 -1.67 0.32 2.99
H 1.00165 -3.69222 -4.56315 0.37 -1.87 0.16

=====

(3)
48
Properties=species:S:1:pos:R:3:forces:R:3 method="wB97M-V/def2-TZVPD" total_energy_ha=-1555.263471 smiles="Cc1cc2nnc(SCC(=O)N3CCN(c4ccccc4)CC3)n2c(N)n1" homo_ev=-7.73 charge=0
C 5.59484 1.64374 -0.12330 -0.05 -0.06 -0.07
C 4.32448 0.86025 -0.09607 -0.11 -0.22 -0.73
C 3.80834 0.24635 -1.20076 0.36 0.32 0.32
C 2.60226 -0.46321 -1.04359 -0.28 -0.09 0.12
N 1.86228 -1.12531 -1.89687 1.04 0.50 -0.65
N 0.80814 -1.61748 -1.23332 -0.47 -0.26 0.95
C 0.88743 -1.26480 0.02122 -0.35 -0.27 -0.09
S -0.25217 -1.70405 1.26015 -0.20 -0.15 0.18
C -1.33988 -2.84480 0.32777 0.09 0.13 0.27
C -2.72932 -2.23070 0.32326 0.15 -0.14 -0.15
O -3.48983 -2.45455 1.24767 0.00 -0.15 0.40
N -3.06460 -1.41384 -0.69626 -0.27 0.18 -0.11
C -2.27835 -1.06703 -1.86539 0.25 0.01 -0.28
C -2.52012 0.42283 -2.18475 0.10 -0.14 -0.02
N -2.64340 1.17989 -0.96418 -0.10 -0.11 -0.10
C -1.54839 1.73152 -0.32965 0.14 0.22 0.05
C -0.26109 1.68211 -0.88159 -0.05 -0.09 -0.18
C 0.80531 2.30598 -0.26405 0.03 0.08 0.07
C 0.64684 2.96408 0.94253 0.13 0.09 0.05
C -0.61860 3.02487 1.49979 0.06 0.00 0.02
C -1.69947 2.44077 0.87026 -0.15 -0.06 0.08
C -3.84596 0.82370 -0.22993 -0.24 0.04 0.05
C -4.26809 -0.61881 -0.56448 -0.16 0.06 0.23
N 2.01943 -0.51268 0.22999 0.11 -0.24 -0.77
C 2.59892 0.16818 1.27514 0.35 0.15 0.19
N 2.02656 0.11087 2.49401 -0.24 -0.24 0.02
N 3.70716 0.81790 1.11455 -0.21 0.08 0.56
H 5.40020 2.66723 0.19113 0.01 0.08 0.02
H 6.02882 1.64509 -1.11848 0.08 0.03 -0.05
H 6.30309 1.21444 0.58250 0.08 -0.01 0.04
H 4.27070 0.28487 -2.17047 0.10 0.02 -0.10
H -1.37506 -3.76545 0.90995 -0.07 0.09 -0.14
H -0.88552 -3.00939 -0.64408 -0.01 -0.02 -0.02
H -2.58854 -1.68718 -2.71635 0.07 0.06 -0.02
H -1.21481 -1.23331 -1.68903 -0.23 -0.02 -0.03
H -1.71536 0.81030 -2.80547 -0.09 -0.03 -0.03
H -3.45116 0.54945 -2.74661 0.12 -0.01 -0.03
H -0.06903 1.15915 -1.80502 -0.01 -0.08 -0.09
H 1.77746 2.27163 -0.73621 0.09 -0.04 -0.04
H 1.49056 3.43080 1.42726 0.08 0.06 0.05
H -0.77420 3.55118 2.43069 -0.03 0.05 0.07
H -2.67507 2.56161 1.31357 -0.09 -0.01 0.01
H -3.64842 0.87470 0.84148 -0.03 0.00 -0.08
H -4.66113 1.51849 -0.47213 -0.03 -0.06 0.14
H -4.84204 -0.67397 -1.49269 0.01 0.01 0.05
H -4.86588 -1.03479 0.24710 0.01 0.10 -0.18
H 2.41312 0.72506 3.18948 -0.01 0.02 -0.04
H 1.07261 -0.19104 2.59521 0.01 0.12 0.10

=====

(4)
57
Properties=species:S:1:pos:R:3:forces:R:3 method="wB97M-V/def2-TZVPD" total_energy_ha=-1265.282550 homo_ev=-8.98 charge=0 relative_energy_ev=17.606
C -4.48004 -4.02827 0.41827 0.59 3.02 -1.06
C -4.19764 -2.53632 0.44174 -3.46 -0.76 0.59
H -3.35307 -2.18052 1.07276 -0.62 -0.39 -0.85
H -5.20212 -2.07043 0.79311 2.01 -0.24 -0.56
O -4.02353 -2.18481 -1.00704 -0.43 3.63 3.51
C -4.16606 -0.79012 -0.96448 -0.65 1.99 -1.29
O -4.60861 -0.05797 -0.00829 2.05 -3.17 -4.04
C -3.65389 -0.27487 -2.51712 -0.62 1.19 3.99
H -4.40602 0.42530 -2.92502 0.03 -0.76 -0.02
H -3.54833 -1.24334 -3.01380 0.12 0.66 -0.27
C -2.30042 0.55900 -2.32005 0.24 -7.41 -5.69
H -1.74490 -0.04284 -1.67910 1.12 -0.67 1.77
H -1.72900 0.03408 -3.41548 -1.21 2.68 2.68
C -2.26500 1.95230 -2.02006 2.68 -0.08 -6.70
N -2.75753 2.15196 -0.85170 -1.68 3.99 11.63
C -2.01670 2.66380 0.33919 5.17 0.33 -6.97
O -0.78937 2.95920 0.04750 -3.98 -0.46 1.93
C -2.59133 2.64281 1.69270 2.49 4.36 -1.10
H -3.50457 3.07171 1.51430 -3.08 0.29 0.40
H -2.04313 3.47062 2.33781 -0.69 -1.97 -1.27
C -2.43730 1.28460 2.11231 -3.48 1.36 6.17
N -1.16000 0.90759 2.15150 9.98 -3.08 -3.72
C -0.76079 -0.08901 1.20657 -3.00 -1.87 -0.95
O -1.66978 -0.92019 0.90125 3.07 1.73 0.23
C 0.68363 -0.17324 0.57122 -7.13 -11.18 4.61
C 1.33250 -1.59369 0.72858 -2.71 -3.26 -0.54
C 2.58651 -1.95987 0.41118 0.89 8.12 -0.57
C 3.40992 -0.50036 0.09534 -0.43 -10.74 1.35
C 2.72277 0.57122 0.27525 11.16 5.08 -4.24
C 1.50536 0.72304 0.57979 -3.80 12.26 -0.48
H 1.04808 1.86263 0.43815 1.20 -2.73 0.92
H 3.35017 1.45830 -0.20732 -1.42 -1.10 1.61
O 4.69705 -0.88741 -0.15993 -5.16 -3.09 0.79
C 5.51495 0.01792 -0.49920 4.23 7.83 -0.57
C 6.89534 -0.49829 -0.74469 1.05 2.58 1.25
C 7.89622 0.86201 -1.23881 7.18 -14.23 7.13
H 8.86877 0.25638 -1.64566 -1.91 2.10 1.49
H 7.46648 1.10462 -1.93329 -7.97 5.39 -13.53
H 7.93686 1.50263 -0.52804 0.87 3.95 4.80
C 7.37864 -0.93634 0.61486 1.85 -6.39 -0.37
H 7.72809 -0.38367 1.44576 -0.02 1.86 0.17
H 6.66513 -1.73864 1.14170 1.28 1.60 -1.38
H 8.34985 -1.58678 0.34235 -1.80 1.03 0.96
H 6.76772 -1.35183 -1.48281 0.83 1.08 0.76
H 5.47717 0.90601 0.29745 0.72 -1.52 -0.92
H 5.33349 0.62352 -1.37477 -1.30 -0.08 -1.04
H 3.11040 -2.86254 0.40818 0.42 -1.26 0.13
H 0.76046 -2.62129 0.98643 0.18 3.02 -0.41
H -0.27210 1.54538 2.12958 -2.98 -0.39 0.60
H -3.18905 0.65011 1.75109 -0.28 -1.39 -0.95
H -2.59395 1.34688 3.22572 -1.34 -0.16 -0.55
H -3.57452 1.74201 -0.48346 -1.43 -0.89 -0.54
H -2.75583 2.41753 -2.88315 -0.17 0.93 0.22
H -1.21519 2.20486 -2.04972 0.30 0.64 0.04
H -5.23983 -4.33237 -0.21665 -1.28 0.00 -1.99
H -3.58248 -4.38392 0.14936 3.09 -2.29 -1.36
H -4.76095 -4.50551 1.24647 -0.74 -1.14 4.16

=====

(5)
33
Properties=species:S:1:pos:R:3:forces:R:3 method="wB97M-V/def2-TZVPD" total_energy_ha=-3711.276318 homo_ev=-12.22 charge=+1
C -0.85151 -2.85569 -0.43124 0.01 1.83 -0.03
C -1.53630 -2.42405 1.02475 -0.10 -0.74 -0.41
C -0.42033 -2.42950 2.26562 -1.30 0.19 -0.18
Si 0.77836 -0.88678 2.06669 -1.96 -0.94 -0.81
O 0.20170 -0.01577 0.65466 3.17 -0.15 -0.23
Si 1.50064 0.42369 -0.44319 -1.87 -0.79 0.57
C 2.21085 -1.03445 -1.49004 1.23 -0.79 -1.20
C 3.13461 -2.10025 -0.65440 5.40 -0.06 0.64
O 4.47213 -2.00813 -0.47450 -8.64 -0.14 -1.32
C 0.69599 1.65804 -1.74264 -1.48 0.73 -0.19
C 0.02991 2.94042 -0.96449 -3.66 -1.44 3.67
O -0.86543 2.83989 0.04489 5.15 0.72 -6.33
Br 0.52847 4.80268 -1.56778 -0.43 -1.85 0.56
H -0.70164 -1.82279 -1.01085 -0.27 -2.31 1.07
H 0.23296 -3.29221 -0.28996 -2.34 0.50 -0.29
H -1.55374 -3.50949 -1.10115 1.53 1.03 1.49
H -2.39956 -3.18905 1.24263 1.76 1.43 -0.19
H -2.05991 -1.36560 0.90771 1.30 -2.21 0.35
H 0.17552 -3.45252 2.31870 -1.46 2.10 -0.03
H -1.04974 -2.22208 3.25799 1.53 -0.78 -1.97
H 0.66125 -0.07457 3.29631 0.14 0.21 -0.25
H 2.17619 -1.34171 1.85358 -0.03 0.27 -0.13
H 2.55255 1.09179 0.33159 0.10 0.08 -0.08
H 1.34605 -1.57047 -2.10636 1.86 0.90 1.54
H 2.92808 -0.53549 -2.30395 -1.38 -1.01 1.79
H 2.58696 -3.05652 -0.19551 1.07 2.06 -0.95
H -0.21558 1.03845 -2.20166 1.76 1.45 1.02
H 1.42291 1.93000 -2.61841 -1.47 -0.12 1.85
N -3.19628 4.49246 0.06619 -0.70 0.42 0.01
H -3.97587 3.95405 0.46203 0.18 0.15 -0.10
H -3.05918 5.34978 0.61436 -0.03 -0.21 -0.14
H -2.33993 3.92670 0.09577 0.88 -0.49 0.01
H -3.41011 4.73915 -0.90732 0.06 -0.04 0.26

=====

(6)
18
Properties=species:S:1:pos:R:3:forces:R:3 method="wB97M-V/def2-TZVPD" total_energy_ha=-327.112005 smiles="CCN(C)C(C)=O" homo_ev=-9.14 charge=0 relative_energy_ev=0.526
C -0.57983 -2.25537 -0.71540 -0.05 0.55 -0.03
C 0.38709 -1.35322 0.07891 0.41 -0.60 -0.26
N -0.16575 -0.06216 0.38094 0.03 0.07 0.26
C -1.29775 -0.04401 1.29345 -0.09 -0.18 -0.80
C 0.31853 1.11876 -0.08970 -0.11 0.33 0.12
C 1.62068 1.10197 -0.85892 -0.25 0.54 -0.46
O -0.25873 2.17413 0.13070 0.11 -0.04 -0.01
H -1.13241 -2.93505 -0.06949 0.01 -0.07 -0.09
H -0.07239 -2.80032 -1.50210 0.24 -0.37 0.11
H -1.29331 -1.62633 -1.24721 -0.15 0.06 0.09
H 0.68366 -1.85473 1.00468 -0.12 0.01 0.13
H 1.32073 -1.22724 -0.46742 -0.18 0.03 -0.03
H -1.46170 0.99178 1.56641 -0.08 -0.09 0.37
H -2.19430 -0.42076 0.78970 -0.03 0.09 0.05
H -1.09048 -0.72353 2.11746 0.04 0.22 0.31
H 2.46640 0.95779 -0.19508 0.12 -0.36 0.05
H 1.74482 2.08210 -1.31495 -0.12 0.06 0.13
H 1.60501 0.39000 -1.67786 0.22 -0.25 0.07